No. 1
ORCA calculation (ωB97M-V with the def2-TZVPD basis set) on a molecular structure, C5H16AlN8O7 at a distorted geometry.

Summary:
* ΔE to the lowest compared entry with this formula, charge and spin: 0.259 eV
* net charge: +1
* Kohn-Sham gap: 4.2 eV
* energy: -38288.4415 eV

CARTESIAN COORDINATES (ANGSTROEM)
1 Al -1.90837 0.35201 0.40560
2 C -3.58189 3.06111 -0.74380
3 O -4.32675 2.57516 -1.62515
4 O -2.35087 3.09182 -0.71423
5 O -4.24430 3.02098 0.33389
6 C 1.76799 2.07737 0.81015
7 O 0.60722 1.68823 0.75565
8 N 2.69663 1.87227 -0.14231
9 N 2.29137 2.61440 1.97202
10 H 3.59805 2.29289 -0.02323
11 H 2.28684 1.60229 -1.02445
12 H 1.69928 2.66463 2.77912
13 H 3.23949 2.93395 1.93730
14 C 1.32056 -1.95477 -0.34836
15 O 0.23860 -1.37018 -0.40209
16 N 2.56109 -1.41950 -0.17051
17 N 1.31411 -3.30609 -0.43788
18 H 2.63565 -0.46060 0.13184
19 H 3.36131 -1.76386 -0.67089
20 H 2.20358 -3.72236 -0.66481
21 H 0.46459 -3.73883 -0.75532
22 C -3.08553 -0.82588 -3.26859
23 O -2.55358 -0.98314 -2.15471
24 N -3.21031 -1.90078 -4.08692
25 N -3.62668 0.28517 -3.78519
26 H -2.69980 -2.73063 -3.84180
27 H -3.81562 -1.92316 -4.88515
28 H -3.79000 0.98202 -3.08446
29 H -4.10902 0.38175 -4.65748
30 C 0.95679 -0.70459 3.21552
31 O -0.02840 -0.70548 2.47273
32 N 2.07647 -1.48257 3.07919
33 N 0.94988 -0.04387 4.38471
34 H 2.94390 -1.24423 3.52528
35 H 2.19137 -1.78912 2.12041
36 H 1.77401 0.04963 4.94744
37 H 0.15234 0.52394 4.61647

Forces on atoms 1 to 6 (eV/Å):
Al 1.2 -0.7 -0.1
C 1.3 -2.6 1.1
O -0.3 0.9 -0.1
O -0.6 1.1 -0.5
O -0.4 0.8 -0.5
C -0.5 -0.3 2.5

***

No. 2
ORCA calculation (ωB97M-V with the def2-TZVPD basis set) on a molecular structure, C15H6CsF2N3S2.

Summary:
* ΔE to the lowest compared entry with this formula, charge and spin: 0.000 eV
* net charge: -2
* Kohn-Sham gap: 4.3 eV
* energy: -47775.1928 eV

CARTESIAN COORDINATES (ANGSTROEM)
1 Cs -0.83173 0.97451 0.88768
2 F -3.31908 -4.14973 -1.44479
3 C -2.13205 -3.47442 -1.42470
4 C -2.00633 -2.29363 -0.72821
5 C -0.79939 -1.57647 -0.69077
6 C 0.29138 -2.13300 -1.40962
7 C 0.11183 -3.33201 -2.09577
8 F 1.12728 -3.93155 -2.81034
9 C -1.07942 -4.02757 -2.12734
10 C 1.59291 -1.38848 -1.39287
11 C 2.75677 -1.80924 -2.06239
12 C 3.91248 -1.05250 -1.99426
13 C 3.91908 0.12210 -1.26288
14 C 2.73521 0.46870 -0.63310
15 N 1.61742 -0.24448 -0.68776
16 H -2.88392 -1.92034 -0.19771
17 H -1.17120 -4.95372 -2.67545
18 H 2.75531 -2.72121 -2.63394
19 H 4.80455 -1.38282 -2.51470
20 H 4.79867 0.74663 -1.18290
21 H 2.68370 1.38418 -0.04791
22 S -1.46564 2.21749 3.70600
23 C -2.06233 3.60827 2.94022
24 S -2.25535 3.74826 1.26129
25 C -2.43031 4.79916 3.80102
26 C -1.53606 5.86708 3.92327
27 N -0.77879 6.74818 4.03209
28 C -3.66123 4.83542 4.46188
29 N -4.69378 4.87116 5.00394

Forces on atoms 1 to 6 (eV/Å):
Cs 0.4 -0.3 -0.3
F -0.1 0.0 0.0
C 0.1 0.0 0.0
C 0.0 0.1 0.0
C 0.0 -0.6 -0.3
C 0.0 0.2 0.1

***

No. 3
ORCA calculation (ωB97M-V with the def2-TZVPD basis set) on a molecular structure, C44H116F3N10O12Pd at a distorted geometry.

Summary:
* multiplicity: 3
* ΔE to the lowest compared entry with this formula, charge and spin: 9.225 eV
* net charge: +1
* Kohn-Sham gap (spin up / spin down): 4.8 / 3.6 eV
* energy: -98588.5679 eV

CARTESIAN COORDINATES (ANGSTROEM)
1 Pd -5.80674 1.40713 -0.83937
2 C -0.98193 0.06540 -0.70425
3 O -0.42175 0.65523 -1.84591
4 O -2.23455 0.64730 -0.49603
5 C -0.71733 -1.52589 -0.72189
6 F 0.58025 -1.87504 -0.82389
7 F -1.11731 -2.16189 0.38852
8 F -1.29362 -2.04233 -1.82864
9 C 0.17394 1.99318 -1.89003
10 C 0.11017 2.66911 -3.32154
11 H 0.64936 2.28035 -4.18539
12 H -0.86886 2.76144 -3.79171
13 H 0.60459 3.63943 -3.27547
14 H 1.23768 1.92522 -1.66215
15 H -0.22139 2.61613 -1.08769
16 H -0.34620 0.39438 0.11777
17 C 3.96795 9.24168 -4.46887
18 C 4.08337 8.28746 -5.74085
19 C 2.80524 7.94756 -6.65664
20 O 3.04789 7.23087 -7.80866
21 C 2.03285 6.66179 -8.58110
22 N 5.23536 8.66004 -6.60126
23 H 3.31525 10.09036 -4.67335
24 H 4.99886 9.48586 -4.21255
25 H 3.55720 8.71480 -3.60760
26 H 4.27672 7.31805 -5.28158
27 H 2.51073 8.93717 -7.00601
28 H 2.00363 7.56166 -6.02688
29 H 2.51995 5.96534 -9.26357
30 H 1.58868 7.48317 -9.14339
31 H 1.15451 6.27872 -8.06159
32 H 5.31278 9.64388 -6.81610
33 H 5.24124 8.02257 -7.38466
34 C 2.66143 -2.79357 -5.55324
35 C 3.45293 -4.15613 -5.58803
36 C 4.99697 -4.20026 -5.53990
37 O 5.66479 -3.42240 -6.53957
38 C 5.76724 -3.99138 -7.86522
39 N 2.94826 -4.84050 -4.37906
40 H 3.11475 -2.02762 -6.18246
41 H 2.56744 -2.43273 -4.52899
42 H 1.59896 -2.80449 -5.79636
43 H 3.13835 -4.80044 -6.40903
44 H 5.41862 -5.20228 -5.61908
45 H 5.37549 -3.78347 -4.60657
46 H 4.84706 -3.92509 -8.44571
47 H 6.29838 -4.94015 -7.94163
48 H 6.52711 -3.39546 -8.37076
49 H 3.37305 -5.74386 -4.22543
50 H 3.19094 -4.34726 -3.53178
51 C -4.18507 -0.16462 -5.85824
52 C -5.67373 -0.00089 -5.63035
53 C -6.48358 -0.73763 -6.69508
54 O -7.91230 -0.52561 -6.55737
55 C -8.62442 -1.29880 -7.48911
56 N -5.95624 -0.64156 -4.32608
57 H -3.75165 -1.15060 -6.02587
58 H -3.71088 0.17153 -4.93614
59 H -3.93949 0.42615 -6.74074
60 H -5.84026 1.07446 -5.56722
61 H -6.44762 -1.82558 -6.75142
62 H -6.26182 -0.40291 -7.70843
63 H -8.25998 -1.47485 -8.50118
64 H -9.65590 -0.94655 -7.48129
65 H -8.68587 -2.31735 -7.10587
66 H -5.53206 -1.55811 -4.33576
67 H -6.93128 -0.89564 -4.39560
68 C -5.50021 -5.47742 -2.73605
69 C -6.67727 -6.11183 -3.47207
70 C -7.98212 -5.25329 -3.21775
71 O -8.05102 -4.96415 -1.78005
72 C -8.80205 -5.96122 -1.11330
73 N -6.42898 -6.29077 -4.88682
74 H -5.84459 -5.03795 -1.79991
75 H -5.10363 -4.66240 -3.34152
76 H -4.59157 -6.06167 -2.59068
77 H -6.90940 -7.12882 -3.15590
78 H -8.76682 -5.85623 -3.67472
79 H -7.83048 -4.33409 -3.78360
80 H -9.86865 -5.97272 -1.33763
81 H -8.83529 -5.67495 -0.06209
82 H -8.22735 -6.85360 -1.36126
83 H -5.74927 -7.01437 -5.07256
84 H -7.25827 -6.71932 -5.27246
85 C 8.60964 -0.22910 0.72680
86 C 7.29078 0.51440 0.96390
87 C 6.92002 0.57202 2.50691
88 O 5.56006 0.96470 2.66426
89 C 4.62571 -0.10877 2.33712
90 N 7.49797 1.87982 0.53424
91 H 9.47732 0.02450 1.33582
92 H 8.88184 -0.20271 -0.32834
93 H 8.28040 -1.24700 0.93556
94 H 6.52957 0.03475 0.34860
95 H 7.47267 1.37412 2.99610
96 H 7.26285 -0.33709 3.00095
97 H 4.72855 -0.27448 1.26471
98 H 3.62170 0.09964 2.70675
99 H 4.86779 -1.08039 2.76776
100 H 7.34185 1.96422 -0.46005
101 H 6.85251 2.46729 1.04252
102 C -4.24405 6.65044 -1.68931
103 C -4.33245 5.27124 -1.04855
104 C -5.27502 5.36893 0.14031
105 O -5.34396 4.19395 0.90758
106 C -5.46421 4.43818 2.31360
107 N -4.79172 4.25536 -2.04177
108 H -3.62282 6.65788 -2.58492
109 H -3.75306 7.32299 -0.98596
110 H -5.24528 6.98064 -1.96607
111 H -3.40658 5.00414 -0.53910
112 H -6.26520 5.53679 -0.28333
113 H -4.94560 6.20757 0.75371
114 H -4.54048 4.92899 2.62003
115 H -5.48819 3.47131 2.81630
116 H -6.42963 4.90649 2.50534
117 H -4.14089 4.35361 -2.80784
118 H -5.59265 4.65730 -2.50767
119 C 2.05956 -10.72542 6.00407
120 C 1.81654 -10.43830 4.57262
121 C 1.18920 -9.01742 4.25316
122 O 0.60753 -9.02061 2.96198
123 C -0.00435 -7.77652 2.45274
124 N 3.01376 -10.65813 3.75299
125 H 2.74920 -10.07069 6.53683
126 H 2.32729 -11.77568 6.11964
127 H 1.19244 -10.55456 6.64203
128 H 1.10510 -11.16704 4.18417
129 H 1.84190 -8.15180 4.36625
130 H 0.43760 -8.71767 4.98346
131 H -0.49663 -7.96136 1.49795
132 H 0.64254 -6.90297 2.37184
133 H -0.90185 -7.52027 3.01571
134 H 2.61221 -10.84054 2.84436
135 H 3.41180 -9.73894 3.62358
136 C 3.59052 -5.55043 9.12031
137 C 3.42161 -4.01693 8.98011
138 C 3.08270 -3.52312 7.56214
139 O 1.95574 -4.27581 7.15279
140 C 1.47474 -3.75325 5.85209
141 N 2.39689 -3.39675 9.75608
142 H 4.05333 -5.97142 8.22774
143 H 2.61752 -5.96464 9.38452
144 H 4.18564 -5.73889 10.01385
145 H 4.34885 -3.53576 9.29124
146 H 3.87750 -3.68577 6.83417
147 H 2.80844 -2.46845 7.58553
148 H 1.37848 -2.66829 5.81100
149 H 0.49935 -4.18850 5.63463
150 H 2.30351 -4.05691 5.21255
151 H 1.60951 -3.58404 9.15188
152 H 2.50995 -2.39648 9.67370
153 C 4.21738 10.17859 3.29097
154 C 3.54992 8.83520 3.76781
155 C 2.15892 8.38646 3.14397
156 O 2.12907 8.37382 1.68090
157 C 2.44762 7.16251 1.08227
158 N 4.54887 7.77129 3.54073
159 H 3.54400 11.02993 3.19155
160 H 4.52139 10.03970 2.25347
161 H 5.17794 10.46564 3.71876
162 H 3.29229 8.95890 4.81968
163 H 1.41512 9.14225 3.39618
164 H 1.82400 7.44183 3.57246
165 H 2.08052 7.07097 0.06004
166 H 2.11126 6.25564 1.58483
167 H 3.52044 7.03957 0.93383
168 H 4.72986 7.77877 2.54711
169 H 4.08143 6.96455 3.92901
170 C -2.71494 -0.40468 8.78274
171 C -3.04933 0.85558 7.95039
172 C -2.50619 0.93655 6.53082
173 O -2.39534 2.41123 6.25799
174 C -1.58912 2.53358 5.13004
175 N -4.48041 0.81564 7.81026
176 H -2.74953 -0.29360 9.86651
177 H -1.70390 -0.67121 8.47474
178 H -3.20131 -1.32236 8.45198
179 H -2.65945 1.71794 8.49115
180 H -3.15588 0.36780 5.86559
181 H -1.58172 0.36239 6.46927
182 H -2.15442 2.25288 4.24136
183 H -0.52780 2.28702 5.15996
184 H -1.47712 3.57225 4.81903
185 H -4.93260 1.50659 7.22871
186 H -4.78975 0.83877 8.77144

Forces on atoms 1 to 6 (eV/Å):
Pd 0.5 0.9 -0.4
C 0.8 2.1 -0.3
O 0.2 -0.6 -1.3
O 1.1 -1.8 0.3
C 0.0 -0.4 -1.3
F -0.2 1.2 0.0

***

No. 4
ORCA calculation (ωB97M-V with the def2-TZVPD basis set) on a single C5H11N molecule.

Summary:
* ΔE to the lowest compared entry with this formula, charge and spin: 0.706 eV
* Kohn-Sham gap: 10.9 eV
* energy: -6852.8226 eV

CARTESIAN COORDINATES (ANGSTROEM)
1 C -0.17850 1.51969 -2.55561
2 N -0.52688 1.02380 -1.44867
3 C 0.24037 1.37540 -0.26603
4 C 0.61251 0.11575 0.51868
5 C -0.57885 -0.79195 0.82404
6 C -0.14905 -2.08834 1.50499
7 H 0.66238 2.21917 -2.67240
8 H -0.73293 1.25135 -3.45674
9 H -0.39303 2.02105 0.35684
10 H 1.15090 1.94785 -0.51695
11 H 1.35455 -0.45203 -0.05970
12 H 1.10747 0.41585 1.45276
13 H -1.09836 -1.01387 -0.11378
14 H -1.30123 -0.25495 1.45488
15 H 0.56638 -2.63359 0.87714
16 H -1.00293 -2.74939 1.68694
17 H 0.33768 -1.89291 2.46794

Forces on atoms 1 to 6 (eV/Å):
C -0.1 -0.1 0.1
N 0.1 0.2 -0.4
C 0.1 0.1 0.1
C 0.0 0.0 0.0
C 0.0 0.0 0.0
C 0.0 0.0 0.0

***

Repeat the fourth record exactly.
ORCA calculation (ωB97M-V with the def2-TZVPD basis set) on a single C5H11N molecule.

Summary:
* ΔE to the lowest compared entry with this formula, charge and spin: 0.706 eV
* Kohn-Sham gap: 10.9 eV
* energy: -6852.8226 eV

CARTESIAN COORDINATES (ANGSTROEM)
1 C -0.17850 1.51969 -2.55561
2 N -0.52688 1.02380 -1.44867
3 C 0.24037 1.37540 -0.26603
4 C 0.61251 0.11575 0.51868
5 C -0.57885 -0.79195 0.82404
6 C -0.14905 -2.08834 1.50499
7 H 0.66238 2.21917 -2.67240
8 H -0.73293 1.25135 -3.45674
9 H -0.39303 2.02105 0.35684
10 H 1.15090 1.94785 -0.51695
11 H 1.35455 -0.45203 -0.05970
12 H 1.10747 0.41585 1.45276
13 H -1.09836 -1.01387 -0.11378
14 H -1.30123 -0.25495 1.45488
15 H 0.56638 -2.63359 0.87714
16 H -1.00293 -2.74939 1.68694
17 H 0.33768 -1.89291 2.46794

Forces on atoms 1 to 6 (eV/Å):
C -0.1 -0.1 0.1
N 0.1 0.2 -0.4
C 0.1 0.1 0.1
C 0.0 0.0 0.0
C 0.0 0.0 0.0
C 0.0 0.0 0.0